Computed, not measured: 5 unconnected molecules or ions with the total composition C19H35FN4O7S in a non-equilibrium geometry, with the ωB97M-V functional and the def2-TZVPD basis.

Properties
SMILES = O=C1OC(=O)C(CCCF)=C1S.CNC(C)=O.CNC(C)=O.CNC(C)=O.CNC(C)=O
E_HOMO = -8.78 eV
LUMO level = -0.870 eV
Kohn-Sham gap = 7.909 eV
maximum force = 0.0634 hartree/bohr
E = -54117.270 eV

Geometry as XYZ:
```
67
C19H35FN4O7S, DFT the ωB97M-V functional and the def2-TZVPD basis
O 2.1348 -2.6410 -3.9292
C 1.1192 -2.0942 -3.8171
O 0.6896 -1.2790 -2.8107
C -0.3185 -0.4836 -3.3955
O -0.6072 0.5118 -2.8773
C -0.8434 -1.1544 -4.6380
C -2.0552 -0.7839 -5.4367
C -3.3309 -0.6194 -4.5685
C -3.6798 -1.9924 -3.9488
F -2.9287 -2.2232 -2.8038
C 0.0298 -2.1405 -4.8779
S -0.1490 -3.2586 -6.2612
H -1.8351 0.2113 -5.8668
H -2.2284 -1.4499 -6.2855
H -3.1112 0.1357 -3.8027
H -4.1727 -0.2895 -5.1878
H -3.4184 -2.7511 -4.7004
H -4.7462 -2.0096 -3.6979
H -1.0554 -4.1557 -5.7809
C -2.0630 1.5180 2.5534
C -2.7620 0.9771 1.3299
O -3.9726 1.0806 1.1745
N -2.0040 0.3603 0.3859
C -0.5662 0.1333 0.3784
H -2.7981 1.9791 3.2094
H -1.5723 0.7147 3.0946
H -1.3332 2.2729 2.2667
H -2.5417 0.0281 -0.4000
H -0.1468 0.6147 -0.5052
H -0.3855 -0.9431 0.3165
H -0.0804 0.5282 1.2713
C 5.2306 2.7287 -4.3699
C 3.9095 2.1393 -4.7989
O 3.2228 2.6517 -5.6686
N 3.4961 1.0011 -4.1805
C 4.1636 0.2478 -3.1341
H 5.4219 3.6273 -4.9499
H 5.2010 2.9972 -3.3129
H 6.0395 2.0194 -4.5512
H 2.6077 0.6653 -4.5167
H 4.3410 -0.7669 -3.4938
H 3.5085 0.2037 -2.2619
H 5.1088 0.6989 -2.8500
C 2.5547 2.4408 2.5816
C 1.5469 1.7447 3.4616
O 0.6911 0.9959 3.0043
N 1.6070 1.9685 4.7956
C 2.5356 2.8124 5.5237
H 2.3760 2.1610 1.5465
H 2.4527 3.5231 2.6707
H 3.5669 2.1384 2.8529
H 0.9021 1.4693 5.3209
H 3.0789 2.1997 6.2448
H 1.9718 3.5740 6.0643
H 3.2447 3.2966 4.8602
C -2.7438 -2.4316 7.2057
C -1.8437 -1.5443 6.3821
O -1.1829 -0.6448 6.8840
N -1.7830 -1.7721 5.0458
C -2.4827 -2.7787 4.2698
H -2.6844 -2.1272 8.2470
H -3.7784 -2.3345 6.8739
H -2.4242 -3.4718 7.1291
H -1.1620 -1.1401 4.5613
H -1.7488 -3.4105 3.7661
H -3.0937 -2.2813 3.5142
H -3.1190 -3.3976 4.8937
```